(1)
This record from the Open Molecules 2025 dataset describes a cluster of 2 separate species, C2H4NO2 in total. The level of theory is wB97M-V/def2-TZVPD.

As for the gap between HOMO and LUMO: 9.83 eV. The largest force on an atom comes out at 0.1050 Eh/bohr. The net charge is +1. The energy relative to the best compared isomer or geometry (same formula, charge and spin) is 3.870 eV. The molar mass comes out at 74.06 g mol⁻¹. For the HOMO energy, the calculation gives -15.90 eV.

CARTESIAN COORDINATES (ANGSTROEM)
O1 3.524 -0.061 0.188
O2 -0.932 0.018 -0.684
N1 -1.316 1.072 -0.096
C1 2.409 -0.282 0.209
C2 -0.381 -0.976 -0.125
H1 -1.791 1.859 -0.617
H2 0.012 -1.044 0.979
H3 -0.436 -1.788 -0.737
H4 -1.088 1.201 0.885

=====

(2)
This record from the Open Molecules 2025 dataset describes the ion C2H4NO2 with charge +1. The level of theory is wB97M-V/def2-TZVPD.

As for the gap between HOMO and LUMO: 11.34 eV. The largest force on an atom comes out at 0.0914 Eh/bohr. The net charge is +1. The energy relative to the best compared isomer or geometry (same formula, charge and spin) is 5.910 eV. The molar mass comes out at 74.06 g mol⁻¹. For the HOMO energy, the calculation gives -18.38 eV.

CARTESIAN COORDINATES (ANGSTROEM)
O1 -2.352 -0.431 0.378
O2 -2.813 0.728 -1.449
N1 -2.185 0.390 -0.590
C1 0.196 -0.259 -0.193
C2 -1.063 0.436 0.203
H1 -0.814 1.130 1.103
H2 0.354 0.053 -1.325
H3 1.071 0.211 0.368
H4 0.235 -1.402 -0.087

=====

(3)
This record from the Open Molecules 2025 dataset describes the ion C2H4NO2 with charge +1. The level of theory is wB97M-V/def2-TZVPD.

As for the gap between HOMO and LUMO: 11.17 eV. The largest force on an atom comes out at 0.1069 Eh/bohr. The net charge is +1. The energy relative to the best compared isomer or geometry (same formula, charge and spin) is 2.116 eV. The molar mass comes out at 74.06 g mol⁻¹. For the HOMO energy, the calculation gives -15.63 eV.

CARTESIAN COORDINATES (ANGSTROEM)
O1 2.239 0.200 1.189
O2 0.735 -1.221 -0.098
N1 -0.784 0.462 -0.596
C1 1.337 -0.300 0.680
C2 -0.151 -0.361 0.432
H1 -1.084 1.496 -0.422
H2 -1.507 -0.024 -1.010
H3 -0.008 0.555 -1.275
H4 -0.777 -0.807 1.100